Entry from the OMol25 dataset: a cluster of 12 separate species, C51H71F21N5O10P in total (ωB97M-V/def2-TZVPD).

Last column: Mulliken charge in e.
CARTESIAN COORDINATES (ANGSTROEM)
1 C -3.9845 1.5907 -0.8953  -1.5259
2 C -2.6577 1.3552 -0.2223  0.0545
3 C -2.4217 -0.1534 0.0359  -0.8624
4 N -1.0454 -0.5060 0.5268  0.1562
5 C -0.9291 0.0688 1.9700  -0.7144
6 C 0.3741 -0.3934 2.6222  -0.6281
7 C 0.5233 -1.9265 2.7004  -0.6673
8 C 0.3630 -2.5743 1.3240  -0.6805
9 C -0.8773 -2.0843 0.5531  -0.6333
10 C 0.1133 0.0193 -0.3901  -1.0465
11 H -4.0206 2.6593 -1.1071  0.3910
12 H -4.8482 1.2791 -0.3079  0.3722
13 H -4.1273 1.0890 -1.8523  0.3774
14 H -2.7535 1.9740 0.6699  0.2757
15 H -1.8711 1.7254 -0.8798  0.2952
16 H -2.5295 -0.7597 -0.8635  0.4482
17 H -3.2050 -0.4244 0.7437  0.3539
18 H -1.6681 -0.3560 2.6494  0.4024
19 H -1.0794 1.1482 1.9847  0.4079
20 H 0.2993 0.0118 3.6314  0.4006
21 H 1.2609 0.0066 2.1305  0.2887
22 H -0.1287 -2.3775 3.4485  0.3530
23 H 1.5130 -2.1817 3.0793  0.3309
24 H 0.1599 -3.6367 1.4588  0.3741
25 H 1.2400 -2.4780 0.6840  0.3722
26 H -1.8376 -2.4267 0.9388  0.4977
27 H -0.8736 -2.3666 -0.4997  0.4447
28 H -0.3266 -0.1100 -1.3790  0.3805
29 H 1.0107 -0.5520 -0.1522  0.4434
30 H 0.4212 1.0373 -0.1516  0.3328
31 P -2.8007 -5.1807 9.2777  1.1525
32 F -3.7145 -4.3355 10.3881  -0.3710
33 F -3.7243 -4.6906 8.0371  -0.3423
34 F -1.7778 -3.8577 9.1916  -0.3795
35 F -1.7574 -5.9849 8.2968  -0.3555
36 F -1.8933 -5.7273 10.4961  -0.3505
37 F -3.7913 -6.4600 9.5939  -0.3546
38 N -5.6890 0.7202 7.1945  -0.0047
39 C -5.2836 2.0109 7.1135  -0.3555
40 C -5.8449 2.6340 6.0313  -0.6181
41 C -6.5208 1.6145 5.3061  -0.4102
42 C -6.4898 0.4341 6.1195  -0.3586
43 H -5.4407 0.0849 7.9394  0.2159
44 H -4.5960 2.3790 7.8606  0.3865
45 H -5.5772 3.6224 5.6880  0.3645
46 H -7.0029 1.5737 4.3405  0.3947
47 H -6.9305 -0.5519 6.1266  0.3884
48 N 3.6635 -1.1767 10.2523  -0.0077
49 C 3.8509 0.1661 10.2893  -0.4827
50 C 5.2042 0.2823 10.5252  -0.3493
51 C 5.8502 -0.9705 10.4115  -0.3654
52 C 4.8486 -1.8705 10.3468  -0.4667
53 H 2.7362 -1.5647 10.1536  0.1975
54 H 3.0633 0.8999 10.2021  0.3612
55 H 5.7631 1.1980 10.6504  0.3646
56 H 6.9211 -1.1106 10.4137  0.3776
57 H 4.8481 -2.9491 10.2911  0.3720
58 N 0.9555 -14.1392 -0.3367  0.0004
59 C 0.5645 -12.8076 -0.5420  -0.4439
60 C 1.3238 -11.9988 0.3494  -0.3174
61 C 2.0969 -12.8383 1.1582  -0.5522
62 C 1.8496 -14.1355 0.6607  -0.3605
63 H 0.6299 -14.9453 -0.8508  0.2019
64 H -0.2353 -12.6413 -1.2484  0.3594
65 H 1.2047 -10.9261 0.3896  0.3720
66 H 2.7959 -12.5582 1.9325  0.3733
67 H 2.2252 -15.1083 0.9416  0.3672
68 N -6.2911 -5.9974 -2.2562  -0.0115
69 C -5.1902 -6.7072 -2.5724  -0.3310
70 C -4.6191 -7.2331 -1.3748  -0.4099
71 C -5.3997 -6.5975 -0.3342  -0.3841
72 C -6.3939 -5.8202 -0.9049  -0.6117
73 H -6.9259 -5.5729 -2.9172  0.1991
74 H -4.8974 -6.7990 -3.6079  0.3720
75 H -3.7871 -7.9201 -1.3276  0.3953
76 H -5.2259 -6.7955 0.7131  0.4036
77 H -7.2044 -5.2924 -0.4244  0.3811
78 C 2.5029 7.8769 8.6079  -0.4488
79 C 1.4124 7.7336 7.8283  -0.2630
80 C 1.4315 6.9214 6.6742  -0.4283
81 C 2.5910 6.2514 6.3969  -0.1863
82 C 3.7336 6.2701 7.2098  -0.5510
83 C 3.6796 7.1249 8.3241  -0.1862
84 H 2.5251 8.5159 9.4783  0.3594
85 H 0.4789 8.2589 7.9666  0.3200
86 H 0.5944 6.7456 6.0148  0.3584
87 H 2.6719 5.7751 5.4310  0.3172
88 H 4.6362 5.6906 7.0844  0.3757
89 H 4.5545 7.3348 8.9215  0.3330
90 C 8.8309 -0.1741 4.7073  -1.2056
91 C 7.8975 0.6963 3.8753  -0.2102
92 O 8.5468 1.9076 3.5212  -0.2003
93 C 7.8664 2.7720 2.7454  0.3437
94 O 6.6528 2.7910 2.4259  -0.5572
95 C 8.8566 3.9550 2.3487  0.8697
96 F 8.1094 5.0842 2.3545  -0.2493
97 F 9.8971 4.0831 3.1650  -0.2106
98 F 9.1650 3.7911 1.0826  -0.2364
99 H 8.3128 -1.0906 4.9897  0.3931
100 H 8.9243 0.2845 5.6917  0.3276
101 H 9.7557 -0.4090 4.1803  0.3161
102 H 6.9480 0.9113 4.3656  0.3320
103 H 7.6639 0.1013 2.9924  0.2864
104 C -9.6277 5.5498 -8.1403  -1.1256
105 C -10.7315 6.1085 -8.9634  -0.1584
106 O -10.7474 7.4994 -8.9913  -0.2740
107 C -9.7887 8.3014 -9.6222  0.3822
108 O -8.6759 7.8763 -10.0116  -0.5203
109 C -10.0858 9.8060 -9.7678  0.8389
110 F -9.1468 10.4682 -9.1210  -0.2393
111 F -10.1497 10.2504 -11.0185  -0.2422
112 F -11.2361 10.0871 -9.2075  -0.2423
113 H -8.6617 5.5879 -8.6439  0.2985
114 H -9.8812 4.5557 -7.7720  0.3616
115 H -9.4615 6.0902 -7.2084  0.3155
116 H -11.7430 5.8142 -8.6835  0.3394
117 H -10.5803 5.6809 -9.9545  0.2662
118 C 0.0180 2.7266 -10.5127  -1.0450
119 C 0.0579 1.5118 -9.6111  -0.2165
120 O -1.0740 0.6127 -9.6763  -0.2739
121 C -2.1998 0.7346 -8.9300  0.3651
122 O -2.4292 1.7099 -8.1997  -0.5469
123 C -3.2314 -0.4018 -8.9393  0.8498
124 F -4.4012 0.1647 -9.3238  -0.2262
125 F -2.8268 -1.4296 -9.6790  -0.2221
126 F -3.3561 -0.8287 -7.6743  -0.2438
127 H 0.8675 3.3872 -10.3398  0.3431
128 H -0.8844 3.3245 -10.3854  0.3089
129 H 0.0130 2.3968 -11.5516  0.2970
130 H 0.2777 1.8096 -8.5858  0.3362
131 H 0.9138 0.8993 -9.8947  0.2741
132 C -2.5471 8.3346 -6.0634  -1.2286
133 C -1.4803 7.5642 -5.1987  -0.1282
134 O -0.1756 7.8871 -5.7186  -0.2215
135 C 0.9304 7.1765 -5.2659  0.3801
136 O 0.8271 6.2270 -4.4709  -0.5466
137 C 2.2600 7.7726 -5.7925  0.8129
138 F 3.1840 7.8319 -4.8063  -0.2161
139 F 2.7160 7.0227 -6.8561  -0.2228
140 F 1.9913 9.0734 -6.1713  -0.2281
141 H -2.4083 8.2266 -7.1392  0.3306
142 H -2.6648 9.4161 -5.9950  0.3417
143 H -3.5619 8.0241 -5.8150  0.3750
144 H -1.7086 6.5021 -5.2877  0.2774
145 H -1.7021 7.8330 -4.1659  0.2742
146 C 9.7414 -7.2222 -5.1449  -1.1407
147 C 8.9339 -8.0372 -4.0325  -0.2130
148 O 8.5529 -7.0365 -3.0442  -0.2162
149 C 8.3792 -7.4701 -1.7613  0.3492
150 O 8.2111 -8.6745 -1.4000  -0.5318
151 C 8.1020 -6.3855 -0.6867  0.8675
152 F 9.0223 -6.4471 0.2726  -0.2423
153 F 8.0442 -5.1599 -1.2136  -0.2302
154 F 6.9547 -6.7410 -0.1114  -0.2352
155 H 9.0938 -6.4337 -5.5285  0.2957
156 H 10.1342 -7.7960 -5.9842  0.3690
157 H 10.5880 -6.6017 -4.8511  0.3305
158 H 9.5246 -8.8634 -3.6369  0.3199
159 H 8.1067 -8.5330 -4.5405  0.2776

Forces on the atoms, in the same order (eV/Å):
C -0.598 0.058 -0.866
C 0.215 -0.827 -0.451
C 0.031 0.878 -0.457
N 0.920 0.098 1.667
C 1.047 -1.276 -0.048
C 0.009 -0.109 0.136
C 0.235 0.272 -0.199
C -1.215 0.022 -0.174
C -0.470 1.440 0.103
C -1.272 -0.285 1.203
H -0.444 -0.013 0.084
H 0.103 0.240 0.324
H 0.371 -0.123 -0.119
H 0.746 -0.351 0.311
H 0.075 0.268 0.184
H -0.345 0.276 -0.228
H 0.468 -0.648 0.279
H -0.706 -0.217 -0.733
H 0.255 -0.117 -0.475
H 0.432 0.074 0.051
H -0.003 0.284 0.073
H -0.464 0.138 -0.210
H 0.124 0.197 -0.071
H 0.290 -0.140 -0.097
H 0.103 0.034 0.196
H 0.194 -0.130 0.400
H 0.223 -0.003 -0.015
H 0.748 0.116 -0.135
H -0.387 -0.383 -0.481
H -0.735 0.169 -0.131
P 0.674 0.073 2.337
F 0.367 -0.032 -1.189
F 0.666 -0.159 0.546
F -1.086 -0.532 -0.579
F -1.339 0.206 -0.349
F 0.327 0.149 0.534
F 0.424 0.423 -1.414
N -0.362 0.247 -0.481
C 0.456 0.466 1.151
C 0.781 -0.781 -0.889
C -0.760 -2.472 1.366
C 0.649 1.469 -0.443
H -0.112 0.095 -0.192
H -0.145 0.191 -0.054
H -0.231 -0.022 0.082
H -0.102 0.579 0.115
H -0.125 0.175 -0.670
N -1.269 -0.780 -0.356
C 1.533 -0.304 0.916
C 0.735 1.805 -0.965
C 0.143 0.792 0.791
C -1.164 -0.981 -0.693
H 0.357 -0.354 0.034
H 0.054 -0.241 0.151
H -0.210 0.168 -0.096
H -0.185 -0.239 0.215
H -0.018 0.116 -0.007
N -0.652 2.423 -0.112
C 0.999 -0.369 0.675
C -2.090 -0.628 -1.579
C -0.112 -1.806 -1.125
C 1.212 -0.387 1.435
H 0.083 0.285 0.254
H 0.242 0.467 0.045
H 0.116 -0.072 0.133
H -0.128 -0.145 -0.080
H 0.329 0.235 0.349
N -0.383 1.341 -0.002
C 1.048 -1.717 1.028
C -1.809 2.203 -1.498
C 0.603 -0.716 -0.301
C 0.482 -1.235 0.629
H 0.345 -0.062 0.063
H -0.053 -0.275 0.104
H -0.067 0.228 0.187
H -0.219 0.278 0.030
H 0.071 -0.020 -0.236
C 2.115 -0.748 0.546
C -2.024 -0.357 -1.825
C 0.708 0.161 1.053
C 1.197 -0.765 -0.936
C -0.751 1.445 1.555
C -0.784 0.336 -0.632
H -0.182 0.159 -0.029
H 0.040 0.257 0.570
H -0.203 0.471 0.109
H -0.106 -0.556 0.000
H -0.097 -0.039 -0.586
H 0.086 -0.367 0.173
C -0.960 0.531 0.731
C -0.365 -1.581 0.038
O -0.600 0.821 -1.206
C -2.455 0.548 0.265
O 4.609 -0.606 1.101
C -2.870 -0.004 0.448
F 0.584 0.000 0.688
F -0.191 -0.017 -0.742
F 1.407 -0.426 -0.721
H -0.068 -0.238 -0.542
H 0.879 0.245 -0.116
H 0.004 0.191 0.319
H 0.128 0.076 0.177
H -0.121 0.444 -0.427
C 0.669 -0.224 1.573
C 0.438 -1.360 -1.009
O 0.775 4.382 -1.374
C 3.072 -4.263 -0.602
O -3.929 1.386 1.139
C -0.657 -0.414 0.419
F 0.744 0.364 0.144
F 0.429 -0.502 -0.288
F -1.251 0.320 0.622
H -0.213 -0.304 -0.179
H 0.171 -0.264 -0.477
H -0.270 0.400 0.045
H 0.176 0.119 0.424
H -0.153 0.359 -0.435
C -0.911 -0.170 -0.487
C 0.692 0.386 0.734
O -1.517 -0.966 0.072
C 1.670 4.093 1.624
O 0.501 -2.509 -1.802
C 0.685 0.830 0.221
F 0.673 -1.265 -0.114
F -0.885 0.187 -0.242
F -0.308 -0.104 -0.281
H 0.099 -0.253 0.066
H -0.031 -0.046 0.251
H 0.167 0.113 -0.076
H -0.565 -0.038 0.193
H -0.263 -0.252 -0.144
C 0.155 0.019 -0.244
C -1.947 0.636 -1.221
O 1.926 -0.713 0.809
C -3.142 -1.877 2.378
O 0.913 2.816 -2.564
C -0.243 0.976 -0.346
F -0.796 -0.422 -1.292
F -0.398 1.378 1.576
F 0.944 -1.866 -0.014
H 0.134 -0.634 0.030
H 0.886 0.183 0.772
H 0.120 -0.619 0.055
H 0.427 -0.055 -0.132
H 1.010 0.163 0.191
C -0.676 0.318 0.583
C 1.775 0.812 -1.833
O 0.164 -0.982 1.800
C -1.458 -4.635 -0.325
O 1.287 4.772 -1.699
C 0.299 -0.968 -0.560
F 0.369 0.453 -0.170
F -0.151 -0.177 0.496
F -0.434 0.761 -0.129
H -0.437 -0.314 -0.285
H -0.474 -0.444 0.149
H 0.174 -0.505 0.978
H 0.083 0.420 0.571
H -0.521 0.493 0.422

- Kohn-Sham gap: 6.98 eV

Entry from the OMol25 dataset: the molecule C3H8N2 (ωB97M-V/def2-TZVPD).

Last column: natural (NBO) charge in e.
CARTESIAN COORDINATES (ANGSTROEM)
1 H -2.5750 1.9147 -1.8270  0.3489
2 N -2.2991 1.1340 -1.2938  -0.7050
3 C -1.0696 1.1184 -0.9664  0.2948
4 N -0.4813 -0.0757 -0.4148  -0.6211
5 C 0.6952 0.0278 0.4785  -0.2330
6 C 1.2216 -1.3299 0.8129  -0.6161
7 H -0.2161 1.8616 -0.9986  0.1423
8 H -1.2082 -0.6408 -0.0891  0.3770
9 H 0.4610 0.6881 1.4217  0.1709
10 H 1.5058 0.5397 0.0170  0.1985
11 H 2.0411 -1.7088 0.2290  0.2180
12 H 0.3729 -2.0898 0.6991  0.2098
13 H 1.5516 -1.4392 1.9314  0.2152

Forces on the atoms, in the same order (eV/Å):
H -0.241 1.350 -0.436
N 1.360 -1.117 0.627
C 1.704 -1.460 0.933
N 0.643 2.795 -0.871
C -1.304 1.389 1.337
C -1.206 -2.390 2.886
H -1.365 -0.054 -0.589
H -1.056 -1.356 0.697
H 0.265 -1.423 -1.402
H 0.324 0.807 -0.874
H 0.275 0.203 -0.514
H 1.161 0.861 0.214
H -0.562 0.396 -2.009

- Kohn-Sham gap: 10.22 eV
- SMILES: [H]/N=C/NCC
- ΔE to the lowest compared entry with this formula, charge and spin: 180.0 kJ/mol

Entry from the OMol25 dataset: a cluster of 2 separate species, C2H7PS2 in total (ωB97M-V/def2-TZVPD).

Last column: natural (NBO) charge in e.
CARTESIAN COORDINATES (ANGSTROEM)
1 C 1.4049 1.4177 -1.1084  -0.4207
2 C 0.7659 0.3938 -1.6421  -0.3463
3 S -0.9615 0.0496 -1.5254  -0.0026
4 H 0.9738 2.0777 -0.3376  0.2072
5 H 2.4543 1.6730 -1.2695  0.2108
6 H 1.0257 -0.2975 -2.4980  0.2346
7 H -1.5330 0.7549 -0.5655  0.1226
8 P -1.2679 -1.9949 1.1806  0.2527
9 S -1.2908 -0.1269 2.2025  -0.2936
10 H -0.6907 -2.5859 2.2196  -0.0494
11 H -0.1045 -1.6661 0.5446  -0.0263
12 H -2.3423 0.0997 1.5233  0.1111

Forces on the atoms, in the same order (eV/Å):
C 0.921 0.579 0.953
C -1.178 -0.115 -1.177
S -0.492 -0.933 -0.958
H -0.221 -0.560 -0.534
H -0.244 -0.481 -0.365
H 0.665 0.997 1.256
H 0.509 0.695 0.516
P -1.231 0.852 -0.873
S 1.070 -0.381 0.847
H 1.075 -1.334 1.608
H 1.016 -0.354 -0.563
H -1.890 1.036 -0.710

- Kohn-Sham gap: 9.35 eV
- SMILES: C=CS.PS
- ΔE to the lowest compared entry with this formula, charge and spin: 219.1 kJ/mol

Across the entries above, HOMO level takes the values -0.29292 -0.33479 -0.32121 Eh, respectively.